Record 1
75
Properties=species:S:1:pos:R:3 method="wB97M-V/def2-TZVPD" homo_energy_ev=-7.52 multiplicity=1 e_above_lowest_kj_mol=74.8 e_tot_ha=-8558.721399
Pt -0.546 -2.157 0.501
N -1.988 -2.711 1.910
C -2.536 -1.628 2.771
C -2.072 -1.703 4.254
C -1.368 -0.532 4.955
C 0.077 -0.201 4.601
N 0.259 0.509 3.335
C -0.151 1.742 3.081
N -0.377 2.601 4.090
N -0.239 2.152 1.818
C -2.330 -0.267 2.082
O -2.762 0.737 2.631
O -1.748 -0.298 0.924
H -2.726 -3.076 1.309
H -1.669 -3.519 2.478
H -3.613 -1.802 2.796
H -1.510 -2.631 4.393
H -2.990 -1.824 4.832
H -1.363 -0.787 6.018
H -1.995 0.356 4.848
H 0.656 -1.117 4.499
H 0.547 0.378 5.401
H 0.458 -0.072 2.529
H -0.426 2.238 5.026
H -0.947 3.407 3.901
H -0.554 1.448 1.150
H -0.567 3.083 1.627
S -0.497 -5.196 3.522
As 0.932 -4.676 2.075
S -0.160 -4.370 0.082
S 1.107 -2.400 2.100
S 2.746 -5.621 1.902
Br -5.813 0.200 -5.595
C -5.244 -1.013 -4.251
C -5.993 -2.153 -4.008
C -5.572 -3.036 -3.024
C -4.417 -2.781 -2.301
C -3.678 -1.632 -2.556
C -4.093 -0.739 -3.537
C -2.414 -1.332 -1.791
O -1.858 -0.247 -1.979
O -2.029 -2.272 -1.015
H -6.889 -2.347 -4.582
H -6.150 -3.929 -2.828
H -4.075 -3.468 -1.541
H -3.514 0.154 -3.720
C 5.107 3.063 -0.200
C 4.629 1.690 -0.653
C 3.283 1.352 -0.028
N 2.736 0.081 -0.501
C 1.547 -0.198 -1.008
S 1.152 -1.896 -1.120
N 0.667 0.715 -1.423
C 0.888 2.031 -1.914
O 0.117 2.913 -1.640
C 2.027 2.206 -2.858
C 2.507 1.148 -3.625
C 3.546 1.362 -4.518
C 4.111 2.625 -4.634
C 3.622 3.684 -3.879
C 2.572 3.479 -3.002
H 6.066 3.310 -0.653
H 5.231 3.103 0.884
H 4.394 3.837 -0.487
H 5.356 0.927 -0.362
H 4.544 1.653 -1.740
H 2.562 2.148 -0.203
H 3.390 1.260 1.057
H 3.234 -0.753 -0.213
H -0.307 0.335 -1.591
H 2.055 0.167 -3.551
H 3.911 0.544 -5.124
H 4.930 2.786 -5.323
H 4.055 4.670 -3.984
H 2.161 4.293 -2.418

***

Record 2
66
Properties=species:S:1:pos:R:3 method="wB97M-V/def2-TZVPD" homo_energy_ev="-9.74 / -11.82" multiplicity=6 e_tot_ha=-1906.562817 total_charge=+1
Ru -0.579 0.477 0.457
C -4.131 0.209 -1.876
C -4.482 1.543 -2.102
C -3.795 2.542 -1.423
C -2.699 2.240 -0.598
N -2.380 0.935 -0.427
C -3.129 -0.054 -0.967
C -1.863 3.174 0.121
C -2.066 4.528 0.359
C -1.246 5.204 1.282
C -0.164 4.565 1.890
C 0.036 3.181 1.609
N -0.821 2.569 0.758
C 0.985 2.289 2.211
C 1.984 2.633 3.124
C 2.810 1.670 3.680
C 2.662 0.354 3.266
C 1.562 0.037 2.477
N 0.801 0.987 1.935
H -4.660 -0.616 -2.338
H -5.299 1.790 -2.797
H -4.132 3.579 -1.599
H -2.768 -1.040 -0.690
H -2.864 5.025 -0.183
H -1.383 6.266 1.447
H 0.508 5.063 2.579
H 2.136 3.678 3.387
H 3.626 1.960 4.354
H 3.332 -0.457 3.599
H 1.279 -0.989 2.211
C -0.676 -1.536 -2.304
Si 0.046 -1.445 -0.604
C 1.999 -1.692 -1.107
C 2.187 -0.865 -2.422
C 3.046 -1.053 -0.189
C 2.426 -3.173 -1.276
C -0.645 -3.071 0.429
C 0.289 -3.336 1.624
C -0.618 -4.400 -0.426
C -2.027 -2.819 1.138
H -0.020 -2.084 -2.991
H -0.814 -0.489 -2.645
H -1.615 -2.040 -2.327
H 1.804 0.149 -2.313
H 1.648 -1.280 -3.274
H 3.259 -0.777 -2.689
H 2.776 -0.020 0.112
H 4.030 -1.009 -0.753
H 3.240 -1.643 0.715
H 1.859 -3.709 -2.057
H 2.256 -3.778 -0.374
H 3.515 -3.258 -1.554
H 1.354 -3.440 1.347
H -0.037 -4.277 2.133
H 0.175 -2.516 2.387
H 0.199 -5.064 -0.117
H -0.562 -4.274 -1.517
H -1.582 -4.953 -0.270
H -2.012 -1.853 1.694
H -2.159 -3.618 1.900
H -2.931 -2.757 0.511
F 0.112 1.806 -2.051
B 1.291 2.612 -1.740
F 2.149 2.618 -2.826
F 1.821 1.864 -0.640
F 0.959 3.839 -1.272

***

Record 3
62
Properties=species:S:1:pos:R:3 method="wB97M-V/def2-TZVPD" smiles=COc1cc(CN2CCC[C@H](N3CCN(c4ccccc4C)CC3)C2)cc(Cl)c1O homo_energy_ev=-7.34 multiplicity=1 e_above_lowest_kj_mol=54.9 e_tot_ha=-1708.645275
C 1.553 3.517 -1.488
O 2.642 3.339 -0.615
C 3.257 2.108 -0.583
C 2.826 0.972 -1.244
C 3.538 -0.221 -1.143
C 3.029 -1.471 -1.829
N 2.195 -2.365 -1.052
C 2.832 -3.199 -0.056
C 2.919 -2.577 1.343
C 1.533 -2.127 1.791
C 0.970 -1.137 0.763
N -0.264 -0.555 1.250
C -1.473 -1.346 1.269
C -2.330 -1.227 -0.007
N -2.625 0.157 -0.329
C -3.826 0.712 0.128
C -3.863 1.817 0.981
C -5.061 2.366 1.396
C -6.257 1.820 0.973
C -6.234 0.750 0.096
C -5.044 0.197 -0.351
C -5.096 -0.894 -1.381
C -1.420 0.957 -0.363
C -0.558 0.817 0.906
C 0.917 -1.853 -0.608
C 4.703 -0.253 -0.395
C 5.133 0.880 0.278
Cl 6.579 0.835 1.217
C 4.422 2.071 0.203
O 4.849 3.176 0.859
H 1.835 3.301 -2.523
H 0.702 2.893 -1.201
H 1.276 4.566 -1.399
H 1.931 1.000 -1.846
H 2.443 -1.178 -2.707
H 3.883 -2.058 -2.177
H 3.826 -3.471 -0.415
H 2.235 -4.118 0.012
H 3.323 -3.314 2.039
H 3.591 -1.717 1.331
H 1.579 -1.646 2.768
H 0.877 -2.996 1.871
H 1.685 -0.311 0.686
H -1.222 -2.392 1.445
H -2.077 -0.993 2.116
H -3.259 -1.771 0.153
H -1.803 -1.671 -0.859
H -2.943 2.256 1.336
H -5.055 3.217 2.062
H -7.198 2.233 1.304
H -7.166 0.342 -0.272
H -5.947 -0.735 -2.041
H -4.186 -0.901 -1.976
H -5.219 -1.876 -0.921
H -1.691 2.001 -0.532
H -0.838 0.611 -1.229
H 0.377 1.368 0.787
H -1.099 1.250 1.756
H 0.531 -1.184 -1.379
H 0.242 -2.714 -0.528
H 5.290 -1.155 -0.331
H 4.233 3.895 0.664